No. 1
12
Properties=species:S:1:pos:R:3:mulliken_charge:R:1 method="wB97M-V/def2-TZVPD" e_lumo_ev=0.77 energy_ev=-18497.67700 de_lowest_ev=0.221 total_charge=0 smiles=Nc1[nH]cnc1S
N -1.381 -0.856 -0.950 -0.54
C -0.292 -0.187 -0.371 0.29
N 0.912 -0.075 -1.024 -0.06
C 1.770 0.558 -0.176 -0.15
N 1.201 0.872 0.962 -0.60
C -0.098 0.413 0.849 0.09
S -1.326 0.623 2.086 -0.30
H -2.088 -1.024 -0.255 0.28
H -1.789 -0.297 -1.718 0.25
H 1.154 -0.487 -1.921 0.22
H 2.815 0.775 -0.448 0.38
H -0.879 -0.315 2.965 0.14

No. 2
12
Properties=species:S:1:pos:R:3:mulliken_charge:R:1 method="wB97M-V/def2-TZVPD" e_lumo_ev=0.64 energy_ev=-18495.40700 de_lowest_ev=2.491 total_charge=0 smiles="CSC#N.N=C=N"
C -0.930 0.149 1.591 -0.76
S 0.232 -0.687 0.449 -0.03
C -0.733 -0.328 -0.847 0.46
N -1.445 -0.070 -1.704 -0.46
H -0.579 1.140 1.752 0.25
H -0.910 -0.324 2.578 0.31
H -1.783 -0.143 0.953 0.27
N 2.622 1.463 -2.331 -0.41
C 2.033 0.441 -2.196 0.45
N 1.509 -0.609 -1.896 -0.53
H 2.430 2.362 -2.708 0.28
H 1.398 -1.297 -2.601 0.18